1.
The following is a DFT calculation (wB97M-V/def2-TZVPD) of C9H13Br in the gas phase in a non-equilibrium geometry.

- maximum force (eV Å⁻¹) = 4.03
- multiplicity = 1
- orbital gap (Ha) = 0.3722
- HOMO level (eV) = -9.32
- LUMO energy (eV) = 0.8112
- energy above the lowest of the compared OMol25 structures with the same formula, charge and spin (eV) = 0.000
- calculated total energy (Eh) = -2924.65268

```
23
Properties=species:S:1:pos:R:3:forces:R:3:lowdin_charge:R:1
H 0.23760 -1.64113 -1.46001 -0.88 -0.15 0.06 0.1235
H -2.05024 1.81590 1.33773 0.49 -1.93 0.51 0.1079
H -1.39669 -0.09921 -2.00293 0.38 0.02 -0.01 0.1199
C -1.11137 -0.07816 -0.94178 1.94 0.58 -2.18 -0.1712
H 0.29479 -1.63664 1.41932 -0.97 -1.14 2.29 0.0866
C 2.31467 1.21078 -1.32740 -2.59 1.88 -2.45 0.0748
C -0.40251 -1.35645 -0.60485 -0.83 -1.36 -0.36 -0.1774
H 1.84067 0.40955 1.38850 0.95 -0.78 0.95 0.1183
H 1.50709 -1.75770 0.22043 -0.01 -0.48 0.19 0.1259
C -0.05463 1.18298 0.84759 -1.73 1.20 0.74 -0.7291
H 3.21019 0.86795 -1.01746 3.42 -0.42 0.51 0.0247
H -1.63657 -0.09534 1.47918 -0.72 0.56 0.37 0.0660
C 1.06488 0.16290 0.71120 0.47 0.75 -0.23 -0.2840
C -1.36734 0.94845 1.67735 1.60 2.00 1.09 -0.0964
C 0.59873 -1.24166 0.52463 1.23 0.21 -0.96 -0.1515
Br 0.72980 2.88955 1.47944 -0.12 -0.03 -0.07 0.7221
C 1.30396 0.74526 -0.64620 -1.84 0.73 -0.75 -0.3154
H -2.04558 0.02205 -0.49523 -1.38 0.42 1.26 0.0732
H -1.15203 1.14774 2.82369 -0.43 -0.68 -2.35 0.1036
C -0.15119 1.13858 -0.69096 -1.42 -0.36 -1.07 -0.2268
H 2.12910 1.95663 -2.20436 0.67 -1.70 1.62 0.1170
H -0.48899 1.88709 -1.43253 0.34 0.48 1.08 0.1513
H -1.23602 -2.10132 -0.41416 1.43 0.23 -0.25 0.1370
```
Positions in Å, forces in eV/Å.

***

2.
The following is a DFT calculation (wB97M-V/def2-TZVPD) of C4H6O2 in the gas phase.

- maximum force (eV Å⁻¹) = 0.63
- multiplicity = 1
- orbital gap (Ha) = 0.4001
- HOMO level (eV) = -9.97
- LUMO energy (eV) = 0.9200
- energy above the lowest of the compared OMol25 structures with the same formula, charge and spin (eV) = 1.752
- calculated total energy (Eh) = -306.44193

```
12
Properties=species:S:1:pos:R:3:forces:R:3:lowdin_charge:R:1
C 0.44919 -1.14764 -0.01511 0.37 -0.20 -0.15 -0.3204
C 0.59609 1.45047 -0.13308 -0.03 0.00 -0.03 -0.0169
C 0.23051 0.20257 0.67775 0.15 0.13 0.09 -0.2690
H 0.57070 0.24897 1.72034 -0.10 -0.02 -0.19 0.1528
H 1.09172 2.22139 0.46553 -0.06 -0.22 -0.13 0.0773
H -1.28637 -0.91443 -1.34515 0.00 -0.04 0.22 0.1326
C -1.05037 -1.15918 -0.29691 -0.03 -0.33 -0.13 -0.0853
O -1.19662 -0.04086 0.58760 -0.14 0.02 0.12 -0.1022
H -0.37008 1.83342 -0.47539 0.26 0.18 -0.06 0.0888
H -1.62053 -2.03544 0.02301 0.09 0.04 -0.04 0.1277
H 1.21208 1.22569 -1.01222 -0.06 0.03 0.23 0.0860
O 1.37368 -1.88495 -0.19638 -0.46 0.42 0.06 0.1285
```
Positions in Å, forces in eV/Å.

***

3.
The following is a DFT calculation (wB97M-V/def2-TZVPD) of 2 unconnected molecules or ions with the total composition C2H8NO2P in a non-equilibrium geometry.

- maximum force (eV Å⁻¹) = 4.16
- multiplicity = 1
- orbital gap (spin up / spin down) (Ha) = 0.3089 / 0.3041
- HOMO level (spin up / spin down) (eV) = -9.33 / -8.70
- LUMO energy (spin up / spin down) (eV) = -0.9291 / -0.4265
- energy above the lowest of the compared OMol25 structures with the same formula, charge and spin (eV) = 5.461
- calculated total energy (Eh) = -627.45530

```
14
Properties=species:S:1:pos:R:3:forces:R:3:lowdin_charge:R:1
O 1.50216 0.54320 1.75108 -0.76 -0.06 -0.76 -0.3645
H 2.61477 -1.87373 0.18025 1.02 0.69 1.15 0.0518
C 0.51344 1.99438 -0.43254 0.84 -0.46 -1.67 -0.1988
H -2.66744 -0.75633 0.48671 -0.16 0.55 0.14 -0.0230
H -0.07428 1.77101 -1.30788 -0.47 -0.35 -0.32 0.0381
H -1.46320 -2.04661 0.61377 0.70 -1.54 1.14 -0.0577
H -0.07732 2.62185 0.15855 -0.63 1.27 1.00 0.0204
H -1.56703 -1.22036 -0.97136 -0.27 0.37 1.43 0.0214
N 1.75841 -1.84250 -0.30327 -4.13 -0.32 -0.38 -0.0020
C -1.74100 -1.16806 0.14467 0.99 1.48 -2.48 0.0416
O 1.38432 -0.51360 -0.71165 0.29 1.03 0.87 -0.3986
H 0.90956 -2.08307 0.30085 2.07 -0.30 -0.69 0.0755
H 1.40731 2.49131 -0.87527 -0.25 -0.49 1.00 0.0796
P 0.71125 0.46980 0.48904 0.75 -1.88 -0.43 0.7162
```
Positions in Å, forces in eV/Å.

***

Copy entry 1 word for word.
The following is a DFT calculation (wB97M-V/def2-TZVPD) of C9H13Br in the gas phase in a non-equilibrium geometry.

- maximum force (eV Å⁻¹) = 4.03
- multiplicity = 1
- orbital gap (Ha) = 0.3722
- HOMO level (eV) = -9.32
- LUMO energy (eV) = 0.8112
- energy above the lowest of the compared OMol25 structures with the same formula, charge and spin (eV) = 0.000
- calculated total energy (Eh) = -2924.65268

```
23
Properties=species:S:1:pos:R:3:forces:R:3:lowdin_charge:R:1
H 0.23760 -1.64113 -1.46001 -0.88 -0.15 0.06 0.1235
H -2.05024 1.81590 1.33773 0.49 -1.93 0.51 0.1079
H -1.39669 -0.09921 -2.00293 0.38 0.02 -0.01 0.1199
C -1.11137 -0.07816 -0.94178 1.94 0.58 -2.18 -0.1712
H 0.29479 -1.63664 1.41932 -0.97 -1.14 2.29 0.0866
C 2.31467 1.21078 -1.32740 -2.59 1.88 -2.45 0.0748
C -0.40251 -1.35645 -0.60485 -0.83 -1.36 -0.36 -0.1774
H 1.84067 0.40955 1.38850 0.95 -0.78 0.95 0.1183
H 1.50709 -1.75770 0.22043 -0.01 -0.48 0.19 0.1259
C -0.05463 1.18298 0.84759 -1.73 1.20 0.74 -0.7291
H 3.21019 0.86795 -1.01746 3.42 -0.42 0.51 0.0247
H -1.63657 -0.09534 1.47918 -0.72 0.56 0.37 0.0660
C 1.06488 0.16290 0.71120 0.47 0.75 -0.23 -0.2840
C -1.36734 0.94845 1.67735 1.60 2.00 1.09 -0.0964
C 0.59873 -1.24166 0.52463 1.23 0.21 -0.96 -0.1515
Br 0.72980 2.88955 1.47944 -0.12 -0.03 -0.07 0.7221
C 1.30396 0.74526 -0.64620 -1.84 0.73 -0.75 -0.3154
H -2.04558 0.02205 -0.49523 -1.38 0.42 1.26 0.0732
H -1.15203 1.14774 2.82369 -0.43 -0.68 -2.35 0.1036
C -0.15119 1.13858 -0.69096 -1.42 -0.36 -1.07 -0.2268
H 2.12910 1.95663 -2.20436 0.67 -1.70 1.62 0.1170
H -0.48899 1.88709 -1.43253 0.34 0.48 1.08 0.1513
H -1.23602 -2.10132 -0.41416 1.43 0.23 -0.25 0.1370
```
Positions in Å, forces in eV/Å.

***

Q: What is the calculated total energy in the first record?
A: -2924.65268 Eh